Entry 1:
Entry from OMol25: a cluster of 11 separate species, C5H34N2O11 in total at a distorted geometry (wB97M-V/def2-TZVPD).

XYZ file:
```
52
Properties=species:S:1:pos:R:3:forces:R:3
O -4.23329 -0.76852 0.87568 0.014 0.323 -0.383
H 1.81423 -1.57277 0.56536 -0.074 -0.332 -0.251
H 0.63358 -3.52520 3.34010 -0.009 -0.035 0.005
O 0.62210 4.01803 2.36098 0.192 0.146 0.221
H 2.77316 0.79200 2.20090 0.071 0.569 0.322
O 3.41818 2.03831 1.04467 0.488 -0.327 -0.544
H -1.37387 1.44528 0.12351 -0.070 0.186 0.357
C -0.89186 0.33734 -2.03146 1.483 -0.147 -2.122
H 1.81345 -2.62264 -2.89087 -0.384 -0.653 0.156
H -1.64386 -1.19913 0.02658 1.362 0.303 -0.475
H 1.14869 0.26364 -3.53488 0.013 0.641 0.464
H -3.66076 0.02043 0.79218 0.058 -0.466 0.326
H 4.03258 2.74686 1.24258 -0.144 0.183 -0.185
H 0.31634 -2.92865 1.99584 0.138 -0.085 0.085
H 2.61588 2.38306 0.60978 0.124 0.306 0.075
O 1.02877 2.84616 0.05533 0.042 -0.159 -0.288
O 1.91688 -1.58248 1.52764 0.150 0.172 -0.239
H 1.10013 3.80932 0.01507 -0.149 -0.136 -0.056
H 0.56161 1.19666 2.98620 0.075 0.581 1.308
O -0.14191 1.50918 3.58831 -1.031 -0.636 -0.784
H -0.67153 -0.29503 -2.92166 -0.706 0.552 0.583
H -2.67212 -2.44907 -1.31587 0.031 -0.100 -0.042
H -0.15873 -1.02129 1.02149 -0.905 0.717 -0.609
O 0.01530 -3.61265 2.60828 -0.094 0.067 -0.033
H 1.25819 -1.09050 -4.59556 0.345 0.205 0.683
H 0.00413 3.45790 1.87959 -0.162 0.069 0.064
H 0.88894 0.60247 -0.86772 -0.076 -0.144 0.526
H 0.18263 2.15227 4.21905 0.419 -0.085 -0.161
H -3.96791 -1.21510 1.68516 0.118 0.120 0.028
N 0.71133 -1.40460 -1.53654 -2.059 -2.287 0.811
H -3.14176 -2.27988 -3.42077 0.570 0.080 0.095
C 1.74624 -0.60569 -3.70955 0.429 -1.701 -0.802
H -1.95148 0.23831 -1.83651 -0.182 -0.008 0.550
H 1.18242 3.34470 2.76840 0.105 0.216 -0.053
H 2.74225 -0.31841 -4.06066 -0.098 0.038 0.198
O -0.54262 1.67511 -2.38253 -0.842 0.847 0.100
H -1.35431 2.03713 -2.76255 0.430 0.376 -0.101
O -3.62140 -2.59377 -1.35347 -0.254 0.031 0.058
H -1.11128 0.98026 1.68571 0.101 0.235 0.292
O 2.39991 0.94886 3.09004 0.363 -0.663 -0.135
N -1.47268 0.69011 0.79473 0.028 -0.060 -0.673
C 0.10654 -0.14632 -0.98846 -1.162 -2.107 -1.092
H 1.79458 -0.65694 1.76209 -0.002 -0.224 0.362
H 3.17635 1.32011 3.52123 -0.152 0.015 0.277
O -2.21089 -1.98673 -3.46240 -0.180 -0.099 -0.309
H -0.07354 -1.98465 -1.88089 0.346 0.552 0.689
C -0.78757 -0.49479 0.25074 0.575 -0.817 1.025
C 1.79034 -1.62363 -2.50946 0.758 3.341 1.360
H 2.63953 -1.52062 -1.78335 0.328 0.145 -1.633
H -3.98385 -1.97272 -0.70286 -0.056 -0.018 0.191
H -1.88022 -2.14775 -4.35219 -0.215 -0.079 0.013
H 0.73362 2.51144 -0.80317 -0.149 0.351 -0.251
```
Positions in Å, forces in eV/Å.

Output
2S+1 ... 1
Energy above the lowest of the compared OMol25 structures with the same formula, charge and spin ... 333.7 kJ/mol
SMILES ... CCN[C@H](CN)CO.O.O.O.O.O.O.O.O.O.O
Gap between HOMO and LUMO ... 8.96 eV
Highest occupied orbital energy ... -8.908 eV
Max |F| ... 3.69 eV/A
Total charge ... 0

Results of the natural (NBO) charge analysis, in e, for atoms 1 through 5:
1 O -0.979
2 H 0.486
3 H 0.467
4 O -0.950
5 H 0.496

Entry 2:
Entry from OMol25: a cluster of 13 separate species, C5H34N2O12 in total at a distorted geometry (wB97M-V/def2-TZVPD).

XYZ file:
```
53
Properties=species:S:1:pos:R:3:forces:R:3
O 0.61020 -3.84155 -2.60413 -0.200 -0.503 0.332
H -2.38683 2.86885 1.37888 -0.078 -0.508 -0.707
H 3.06600 -3.51021 1.66389 0.212 -0.165 -0.649
C 0.31269 -1.12104 2.38861 0.228 -1.353 2.744
H -0.61254 1.80787 4.03190 4.749 1.309 -1.146
O -1.27568 1.33286 4.40657 -5.142 1.167 -0.588
C -1.34854 0.71138 0.61209 3.342 -1.408 0.626
H -0.00286 3.69740 2.38550 0.648 0.243 -0.065
H 2.79398 -0.50195 -0.54950 0.413 2.174 1.032
H -0.38997 2.34515 -3.37344 1.822 1.719 -0.361
H 2.01319 2.18291 0.08275 0.437 0.322 -0.061
C -1.87913 1.92577 -1.08529 0.416 -0.289 3.155
N 0.44088 -2.11619 1.26247 -0.681 0.009 0.316
O 3.19298 -3.27078 2.57612 1.152 0.157 -0.146
H -2.97411 -4.31095 0.55460 -9.511 -0.658 -0.302
O -2.49735 -3.04859 -3.05950 1.454 2.804 0.208
H 0.60356 1.25780 2.52495 -0.721 -1.429 0.672
O 0.40352 2.96438 -3.55468 -1.574 -2.523 -0.059
H -1.47698 -0.26573 -4.22630 -0.427 0.895 -0.918
O -2.14889 -4.22573 0.67450 9.150 -0.079 -3.003
H 0.88556 4.69053 1.36384 -3.284 -2.602 0.769
H -1.52156 -3.10281 -2.83190 -1.809 -0.023 -0.075
H -0.48971 -2.44642 0.92701 1.175 0.560 0.265
O 0.01080 4.07543 1.49860 2.702 2.377 -0.710
O 3.13038 0.33130 -0.05633 -1.229 -2.228 -2.020
H 1.84232 0.26989 1.97128 -1.108 0.089 -1.160
H -1.74405 -4.00951 1.44996 0.383 0.715 3.381
H 0.97325 -0.53241 -3.67807 1.385 -0.119 0.146
C 0.00626 0.57048 0.64755 -2.464 0.261 1.650
C 0.71368 0.29957 1.95478 1.790 0.532 -0.154
O -2.38763 3.11352 2.29440 -2.252 -3.432 0.885
H 0.93341 -1.51602 3.34823 -1.170 1.093 -2.233
H 2.88171 3.43533 0.22560 2.143 0.912 1.730
O 1.83210 -0.19050 -4.01753 -2.176 1.197 -0.981
O -1.27584 -0.51318 -3.34280 0.896 -1.131 0.980
H 0.38263 -3.27702 -3.32353 0.282 1.287 -0.920
H -1.95312 3.89545 2.27975 2.054 4.138 0.035
O 2.24524 3.04300 -0.29812 -2.373 -1.009 -1.744
H 3.79098 -0.08583 0.47277 0.966 -0.157 0.912
H 2.62692 -0.57026 -3.70229 0.564 -0.988 0.900
H -1.39751 2.85106 -0.60969 -0.033 -1.737 -0.295
H 2.32576 -3.32602 2.92843 -1.189 -0.026 0.863
H -0.72095 -1.07595 2.77064 0.274 -0.238 -0.258
H -1.41141 0.16708 -2.67951 -0.304 0.316 -0.113
H -2.58317 -2.01070 -3.08296 0.210 -2.987 0.092
H -1.88887 2.02827 3.88750 0.209 -2.590 1.740
H 0.04301 -4.57383 -2.85221 0.008 -0.800 0.461
H -2.35979 2.15309 -1.93136 -1.778 0.722 -3.651
H 1.00730 -2.95012 1.47066 -0.599 0.894 0.051
H -1.82858 0.73993 1.55332 -1.016 -0.347 0.755
H 0.56716 0.57755 -0.20927 1.099 -0.177 -2.274
N -2.09956 0.75482 -0.57152 1.153 2.912 -0.501
H 1.01917 2.30264 -3.94722 -0.197 0.704 0.393
```
Positions in Å, forces in eV/Å.

Output
2S+1 ... 1
Energy above the lowest of the compared OMol25 structures with the same formula, charge and spin ... 846.0 kJ/mol
Gap between HOMO and LUMO ... 9.23 eV
Highest occupied orbital energy ... -9.205 eV
Max |F| ... 9.63 eV/A
Total charge ... 0

Results of the natural (NBO) charge analysis, in e, for atoms 1 through 5:
1 O -0.920
2 H 0.479
3 H 0.464
4 C -0.211
5 H 0.437

Entry 3:
Entry from OMol25: a cluster of 12 separate species, C5H35N2O12 in total at a distorted geometry (wB97M-V/def2-TZVPD).

XYZ file:
```
54
Properties=species:S:1:pos:R:3:forces:R:3
H 0.04827 -0.74691 -3.99151 0.850 -0.437 -0.212
C 1.00168 -0.14555 0.87891 -0.987 -0.125 0.740
H 2.92898 1.31772 3.36698 -0.010 0.742 -0.157
H -1.72687 1.62168 -2.61171 -0.164 -0.083 0.151
H -1.08021 -1.78435 -2.47719 0.035 -0.139 0.015
O 0.06348 -1.50198 -4.59933 -1.302 0.021 -0.332
H -2.48344 2.26259 0.33502 -0.282 0.082 -0.108
H 2.91120 2.50923 -3.07043 0.821 -0.302 -0.495
H -4.06851 -1.72156 -0.07118 -0.004 0.125 0.121
H -0.93885 0.64496 0.18254 -0.298 0.200 0.451
H 2.36823 -3.58143 1.34281 0.103 0.392 0.245
H 1.42908 1.62752 -1.40879 -0.337 -0.510 -0.299
H -1.43805 2.96857 -3.16687 -0.046 0.274 0.129
C -3.44607 -1.20930 -0.80432 0.107 0.348 0.410
O 2.24059 1.83541 -3.05176 -1.237 0.351 0.642
H 1.13998 2.22723 0.08600 0.202 -0.097 0.439
H -3.63091 -0.13593 -0.70809 -0.073 0.002 -0.151
H -2.25073 3.73032 0.69069 -0.016 0.013 -0.041
C -0.00488 -0.45862 -1.41874 -0.633 0.310 -1.544
H -2.02077 -2.67835 -0.40107 0.335 0.615 -0.767
H -1.87261 -4.08237 1.74649 -0.158 -0.238 0.152
H -2.02411 0.76045 4.62135 -0.199 0.271 -0.799
O 1.28800 1.34870 4.35803 1.452 -0.257 0.451
H -1.72750 -1.36966 0.49307 0.670 0.904 -0.315
O -1.79907 2.88829 0.57917 0.322 -0.061 0.267
H 1.31297 -2.63320 2.02134 0.383 0.129 0.252
O 2.02541 4.06984 -0.48139 0.636 0.523 -0.693
H 3.57418 2.46585 2.46256 -0.060 0.065 0.536
O -2.46791 -3.49635 1.27346 0.360 0.098 0.285
O -1.29786 0.17874 4.35986 -0.585 0.179 0.874
C 0.04441 0.41857 -0.16621 3.038 0.872 -1.895
N -1.07212 -1.25104 -1.61644 0.407 0.816 1.626
H 0.94735 -1.85235 -4.66801 0.416 0.169 0.269
H 1.88697 4.63709 -1.25147 -0.770 0.044 0.041
H -1.12090 -0.13135 5.25841 0.680 -0.536 -0.192
H -3.35951 -3.81085 1.37579 -0.413 -0.473 0.305
H 1.33732 -4.37594 -1.66614 0.388 -0.015 -0.465
H 2.47562 0.96335 -3.37660 0.564 0.199 -0.077
H -0.01206 2.38998 -0.98365 -0.073 -0.362 -0.384
O -1.65954 2.54322 -2.32774 0.242 -0.321 -0.453
C -1.99393 -1.58093 -0.53957 -1.258 -2.287 -0.326
O 3.32435 1.54287 2.50692 0.118 -0.676 -0.631
O 2.10752 -4.56262 -1.11281 -0.792 0.109 0.121
H 0.93185 2.18388 4.65904 -0.553 -0.091 -0.265
H 1.64083 -4.61891 -0.26909 0.317 -0.110 0.246
O 0.82532 -0.28995 -2.31301 0.280 0.018 0.708
H 2.06796 0.07352 0.94341 -0.038 0.472 -1.140
H 2.98471 4.15736 -0.46297 0.280 -0.343 0.664
N 0.70347 1.71620 -0.67175 -1.263 0.410 0.823
H 0.69533 0.84801 3.80322 -0.901 0.355 0.178
H -3.79176 -1.55581 -1.76852 0.065 0.055 -0.382
H 0.63766 0.31565 1.79782 -0.070 -0.858 0.450
O 1.43635 -3.45189 1.54544 -0.427 -0.614 -0.282
H 0.90906 -1.21958 0.76804 -0.122 -0.230 0.817
```
Positions in Å, forces in eV/Å.

Output
2S+1 ... 1
Energy above the lowest of the compared OMol25 structures with the same formula, charge and spin ... 282.2 kJ/mol
Gap between HOMO and LUMO ... 10.20 eV
Highest occupied orbital energy ... -12.752 eV
Max |F| ... 3.69 eV/A
Total charge ... +1

Results of the natural (NBO) charge analysis, in e, for atoms 1 through 5:
1 H 0.482
2 C -0.659
3 H 0.508
4 H 0.475
5 H 0.438